The following is a quantum chemistry calculation of a molecular structure, C4H9FHgO2 in a non-equilibrium geometry, from the OMol25 dataset.

XYZ file:
```
17
Properties=species:S:1:pos:R:3:forces:R:3
F 2.606885 0.444811 0.529862 5.452 -5.263 1.484
C -0.848422 2.006978 0.798997 -1.477 0.882 0.136
O -1.831923 0.933860 0.719028 0.692 0.368 0.420
C -1.861651 0.240882 -0.501602 -0.396 -0.230 -0.609
C -0.861976 -0.907786 -0.616860 0.229 0.074 -0.528
O 0.472773 -0.487550 -0.751735 -2.147 -4.556 -2.679
H -0.813753 2.271910 1.870220 0.238 -0.251 -0.482
H -1.284439 2.895832 0.295315 0.405 -0.424 0.045
H -1.714802 0.945594 -1.344314 -0.021 -0.232 0.170
H -2.869694 -0.192698 -0.605561 0.179 0.203 0.106
H -1.140751 -1.504556 -1.507376 -0.098 0.123 0.200
H -0.995161 -1.571987 0.260023 0.059 0.121 -0.020
Hg 0.931875 1.206592 0.018719 -4.366 7.231 1.398
C 2.393837 -1.315162 0.143026 3.311 -0.342 1.777
H 3.081920 -1.194731 -0.704012 -2.446 0.239 -1.293
H 3.098930 -2.034519 0.580008 1.790 0.865 1.593
H 1.636351 -1.737471 0.816255 -1.405 1.193 -1.720
```
Forces are in eV/Å.

Properties
HOMO energy	-7.36	eV
lowest unoccupied orbital energy	-1.0	eV
largest force on an atom	8.562	eV Å⁻¹
HOMO-LUMO gap	6.3	eV
calculated total energy	-561.25359	Ha